# 1
An isolated ion of composition C2H6O2P and charge -1. Source: the Open Molecules 2025 dataset; level of theory: wB97M-V/def2-TZVPD.

XYZ file:
```
11
Properties=species:S:1:pos:R:3:forces:R:3
C -0.61284 -1.83168 0.20815 2.139 1.210 0.432
C 0.88349 1.29170 0.28447 1.774 -1.165 1.060
O -1.55494 0.69406 0.99063 -1.699 1.199 1.346
O -0.73296 0.30662 -1.53882 -0.042 -1.784 1.293
P -0.54879 0.07808 0.14659 1.795 -3.004 -2.084
H -0.12694 -2.29423 1.19281 -1.060 1.176 -1.788
H 0.01093 -2.27187 -0.65616 -0.488 0.692 1.006
H 0.36837 2.22166 0.11546 0.024 0.560 0.012
H 1.30166 1.25263 1.34613 -0.802 0.216 -1.160
H 1.81259 1.22048 -0.36502 -1.388 -0.214 0.351
H -0.80057 -0.66745 -1.72424 -0.254 1.114 -0.468
```
Forces are in eV/Å.

Total charge   -1
HOMO-LUMO gap   7.1 eV
Strongest force on any atom   4.07 eV/Å
HOMO   -2.8 eV
Structure (SMILES)   C=[P@](C)([O-])O


# 2
One molecule with the formula C12H23NOSi. Source: the Open Molecules 2025 dataset; level of theory: wB97M-V/def2-TZVPD.

XYZ file:
```
38
Properties=species:S:1:pos:R:3:forces:R:3
N 0.23136 0.72610 3.37863 -0.064 0.190 -0.646
C 0.23131 0.44658 2.25996 -0.679 -1.014 1.260
O 1.15008 0.81968 0.19129 0.788 -0.474 -0.043
C 0.34762 -0.12476 0.92342 0.220 1.463 -2.147
C -3.11825 -0.20681 -1.79507 -0.712 1.288 1.757
C -3.83896 -1.10326 -0.74088 0.988 -2.490 -1.917
C -1.81536 -0.76238 -2.31671 -0.528 -0.485 1.231
C -2.84389 -2.17519 -0.11193 -0.819 -0.336 -0.384
C -0.66316 -0.98078 -1.23817 -0.195 0.207 -1.883
C -1.78922 -1.59414 0.86182 -0.317 0.917 0.477
C -0.92949 -0.49426 0.12144 -2.275 0.741 2.438
C 3.35657 2.05014 -0.98724 -0.136 -2.288 0.036
C 3.84057 -0.02841 1.34109 -0.168 -0.009 1.284
C 2.48911 2.74558 1.74222 1.178 0.475 -0.120
Si 2.77205 1.31362 0.60884 -2.313 0.742 -0.246
H 0.88501 -1.03102 0.91992 0.870 -1.361 0.804
H -3.79816 0.08079 -2.58004 -0.289 -0.685 -0.838
H -3.02697 0.82919 -1.38798 0.576 -0.683 0.276
H -4.27906 -0.47906 -0.04024 -0.971 0.937 1.612
H -4.65555 -1.70540 -1.26188 0.911 0.776 0.688
H -2.15519 -1.73461 -2.70723 0.863 0.384 -0.740
H -1.52035 0.00281 -3.02319 0.551 -0.585 -0.694
H -3.39892 -3.03976 0.36804 0.434 1.184 -0.361
H -2.37482 -2.62577 -1.02063 -0.089 0.042 1.052
H -0.21806 -1.97632 -1.22931 -0.497 -0.368 -0.029
H 0.11064 -0.39775 -1.62612 1.520 1.066 -0.602
H -2.34158 -1.08999 1.72496 0.795 -0.849 -0.852
H -1.11558 -2.39278 1.26286 -0.567 0.498 -0.254
H -1.60058 0.41072 0.08855 0.863 -0.640 -0.069
H 3.41757 1.15083 -1.60689 0.045 -0.045 -0.410
H 2.64776 2.67964 -1.47479 -0.324 0.787 -0.076
H 4.35880 2.39363 -0.94222 0.830 0.842 0.021
H 4.50457 0.40831 2.13142 -0.422 -0.231 -0.753
H 3.24962 -0.79576 1.88384 0.123 0.425 -0.318
H 4.44578 -0.55572 0.62500 0.317 -0.147 -0.375
H 3.49441 3.26252 1.63679 -0.772 -0.485 1.179
H 1.85329 3.50197 1.28397 -0.456 -0.307 -0.112
H 2.09702 2.47181 2.73643 0.719 0.519 -0.248
```
Forces are in eV/Å.

HOMO-LUMO gap   10.7 eV
Strongest force on any atom   3.42 eV/Å
HOMO   -9.9 eV
Structure (SMILES)   C[Si](C)(C)O[C@@H](C#N)C1CCCCCC1


# 3
A 2-piece molecular cluster, C4H10N2O3 overall. Source: the Open Molecules 2025 dataset; level of theory: wB97M-V/def2-TZVPD.

XYZ file:
```
19
Properties=species:S:1:pos:R:3:forces:R:3
C 0.54362 -1.35149 -0.14302 -4.010 -3.543 0.738
C 0.91321 -0.66623 1.14675 5.839 -0.095 -2.239
C 1.82379 0.63516 0.96661 -3.759 -0.736 2.524
O 2.53718 0.92730 0.09327 2.255 -0.152 -2.809
N -0.03021 -0.51575 -1.14117 3.242 2.980 -0.429
C -1.29203 -0.00928 -1.20990 -0.459 0.205 -1.424
N -2.19741 -0.87113 -0.48694 0.226 1.854 -1.891
O -1.50007 0.94080 -2.00695 -0.763 -2.562 2.391
H 1.17469 -1.96287 -0.76295 1.435 -0.205 0.881
H -0.33629 -2.17743 0.12372 2.310 1.829 -0.525
H 1.53201 -1.27303 1.82608 -0.072 -0.333 -0.356
H 0.15806 -0.38566 1.72286 -3.747 1.342 2.083
H 1.54823 1.41035 1.69633 0.323 -0.119 0.696
H 0.78851 0.16619 -1.40559 -2.578 -1.459 -0.203
H -1.99203 -1.20762 0.42190 0.769 -0.070 0.576
H -3.13357 -0.55151 -0.49969 -0.892 0.494 -0.303
H 0.01651 1.63495 -0.41046 1.993 -3.054 -4.337
H -0.24011 3.08681 -0.13113 -0.089 -0.902 0.149
O -0.31411 2.17042 0.20028 -2.023 4.525 4.479
```
Forces are in eV/Å.

HOMO-LUMO gap   10.5 eV
Strongest force on any atom   6.68 eV/Å
HOMO   -9.8 eV
Structure (SMILES)   NC(=O)NCCC=O.O


# 4
One molecule with the formula C7H15O3P. Source: the Open Molecules 2025 dataset; level of theory: wB97M-V/def2-TZVPD.

XYZ file:
```
26
Properties=species:S:1:pos:R:3:forces:R:3
C 0.41980 -2.10634 -0.12168 -0.149 0.808 -1.250
C 1.15786 -2.79486 -1.21521 -1.852 0.986 -1.321
C 1.10194 1.24944 1.48052 -0.477 -1.836 -0.374
C -1.32643 1.84534 0.76271 -0.821 0.179 0.588
C -0.84599 -0.09793 2.22623 -1.416 1.395 1.082
C 0.37118 0.81924 -2.82953 -1.816 -3.549 -0.565
C -0.35494 0.70672 1.05274 2.095 -0.604 -0.930
O 0.30609 -2.49026 0.98890 -0.118 -0.912 1.713
O -2.25576 -0.43412 -1.33932 6.076 -0.179 2.463
O 0.72901 -0.00644 -1.69320 -0.538 -0.149 1.297
P -0.32108 -0.45292 -0.53857 -5.507 1.753 -2.168
H 1.97497 -2.12760 -1.47449 0.146 -0.365 -0.491
H 0.45310 -3.03889 -2.06994 0.875 0.908 0.649
H 1.40760 -3.72522 -0.84950 1.220 -1.934 0.893
H 1.57538 1.99917 0.77512 -0.339 -1.332 0.658
H 0.93971 1.74080 2.44064 -0.030 0.217 -0.041
H 1.68988 0.27781 1.77169 -0.419 2.056 -0.972
H -0.68267 2.68903 0.66333 0.118 1.069 -0.547
H -1.95487 2.07955 1.68352 0.563 -0.514 -1.238
H -1.96902 1.70207 -0.13519 0.379 -0.021 0.747
H -1.03372 0.71900 2.97013 0.099 -0.743 -0.171
H -1.84080 -0.45293 1.98496 -0.169 -0.581 0.126
H -0.23991 -0.83171 2.72942 0.361 -0.327 -0.459
H -0.33198 0.17782 -3.49390 1.556 0.855 0.685
H 1.33523 0.99128 -3.23465 0.354 0.967 -0.815
H -0.30461 1.56195 -2.53473 -0.191 1.852 0.441
```
Forces are in eV/Å.

HOMO-LUMO gap (alpha / beta)   8.7 / 8.7 eV
Strongest force on any atom   6.56 eV/Å
HOMO (alpha / beta)   -8.8 / -8.8 eV
Structure (SMILES)   CO[P@@](=O)(C(C)=O)C(C)(C)C


Short version: energy relative to the best compared isomer or geometry (same formula, charge and spin) = 179.7; 121.9; 248.7; 428.6 kJ/mol, in the order given.